Formula: C2H2N2O
Source: the OMol25 dataset
Level of theory: the ωB97M-V functional and the def2-TZVPD basis

```
7
Properties=species:S:1:pos:R:3:forces:R:3
C 1.723 0.464 -0.105 -6.102 0.190 -0.332
C -0.956 -0.595 0.084 1.144 -3.240 -1.295
N 2.862 0.491 -0.100 1.524 0.030 0.051
N -0.479 0.583 -0.214 5.257 -0.241 -1.363
O -0.437 -1.637 -0.241 0.535 -0.505 0.550
H -1.940 -0.729 0.447 -1.717 1.010 0.771
H -0.772 1.423 0.129 -0.641 2.758 1.617
```
Forces are in eV/Å.

Electronic energy = -261.97151 Ha
Energy relative to the best compared isomer or geometry (same formula, charge and spin) = 120.7 kcal per mole